One molecule with the formula C7H6FNO2 in a non-equilibrium geometry, computed with ωB97M-V/def2-TZVPD.

Structure (XYZ):
```
17
Properties=species:S:1:pos:R:3:lowdin_charge:R:1
C -1.02 -1.30 -0.02 -0.43
C -0.29 -0.05 0.00 -0.12
C -0.91 1.20 -0.17 -0.01
C -0.18 2.37 -0.12 -0.12
C 1.11 2.32 0.19 -0.16
C 1.79 1.17 0.43 0.02
C 1.05 -0.11 0.30 -0.25
H -1.57 -3.42 0.18 -0.10
H 0.36 -2.54 -0.78 0.13
H -2.09 1.15 -0.60 0.20
H -0.82 3.30 -0.33 0.14
H 1.61 3.21 0.22 0.08
H 3.09 1.18 0.55 0.20
N -0.55 -2.30 -0.66 0.11
O -1.18 -3.57 -0.47 0.16
O -2.09 -1.41 0.69 0.03
F 1.69 -1.19 0.59 0.12
```

## Properties
DFT total energy in a.u.: -575.272053
ΔE to the lowest compared entry with this formula, charge and spin in kJ/mol: 388.78
Frontier orbital gap in eV: 10.3
SMILES: O=C(NO)c1ccccc1F
2S+1: 1
Net charge: 0